[1]
{"formula": "C7H6ClN2O2", "method": "ωB97M-V with the def2-TZVPD basis set", "species": ["O", "C", "O", "C", "C", "N", "N", "C", "C", "Cl", "C", "C", "H", "H", "H", "H", "H", "H"], "positions_angstrom": [[-0.171, -2.566, 0.232], [0.747, -2.408, 1.084], [1.708, -3.121, 1.421], [0.517, -1.008, 1.720], [0.233, -0.641, 3.076], [-0.088, 0.566, 3.207], [-0.001, 1.103, 2.012], [0.415, 0.204, 1.080], [0.795, 0.687, -0.412], [1.076, 2.400, -0.684], [1.585, -0.112, -1.334], [0.139, -0.029, -1.564], [0.318, -1.286, 3.909], [0.216, 2.084, 2.020], [2.018, -1.140, -1.026], [2.264, 0.530, -2.077], [-0.304, 0.559, -2.348], [-0.395, -0.857, -1.165]], "nbo_charge": [-0.783, 0.758, -0.741, -0.215, -0.034, -0.300, -0.361, 0.130, -0.067, -0.066, -0.424, -0.445, 0.191, 0.394, 0.263, 0.212, 0.206, 0.283], "charge": -1, "homo_lumo_gap_ev": 7.4045, "total_energy_ev": -26953.822}

---

[2]
{"formula": "C10H17NO4", "method": "ωB97M-V with the def2-TZVPD basis set", "species": ["C", "O", "C", "C", "C", "C", "C", "C", "C", "O", "N", "O", "C", "O", "C", "H", "H", "H", "H", "H", "H", "H", "H", "H", "H", "H", "H", "H", "H", "H", "H", "H"], "positions_angstrom": [[1.441, 2.536, -2.032], [0.281, 2.108, -1.361], [0.155, 0.712, -1.205], [-0.893, 0.145, -2.098], [-2.134, -0.124, -1.698], [-2.588, 0.075, -0.337], [-1.767, 0.303, 0.687], [-0.283, 0.352, 0.563], [0.321, 1.463, 1.427], [-0.376, 2.670, 1.301], [0.284, -0.925, 0.926], [-0.135, -1.955, 0.035], [-0.869, -2.961, 0.702], [1.696, -0.859, 0.846], [2.298, -1.769, 1.739], [1.429, 3.625, -1.995], [1.443, 2.212, -3.079], [2.348, 2.161, -1.545], [1.118, 0.206, -1.310], [-0.606, 0.023, -3.135], [-2.863, -0.491, -2.408], [-3.656, 0.039, -0.173], [-2.154, 0.471, 1.683], [1.384, 1.588, 1.179], [0.251, 1.173, 2.481], [-0.379, 2.895, 0.358], [-0.464, -3.160, 1.697], [-0.781, -3.853, 0.084], [-1.922, -2.678, 0.788], [3.367, -1.584, 1.658], [2.089, -2.805, 1.454], [1.964, -1.594, 2.765]], "nbo_charge": [-0.241, -0.569, 0.057, -0.182, -0.214, -0.217, -0.169, 0.066, -0.075, -0.723, 0.065, -0.418, -0.248, -0.409, -0.248, 0.197, 0.171, 0.172, 0.200, 0.201, 0.210, 0.212, 0.213, 0.176, 0.184, 0.489, 0.182, 0.191, 0.178, 0.196, 0.174, 0.179], "homo_lumo_gap_ev": 9.3306, "total_energy_ev": -20320.119}

---

[3]
{"formula": "C3H4N2O", "method": "ωB97M-V with the def2-TZVPD basis set", "species": ["O", "C", "N", "C", "C", "N", "H", "H", "H", "H"], "positions_angstrom": [[2.338, 0.488, -0.038], [1.154, 0.211, 0.015], [0.539, -1.020, -0.017], [-0.886, -0.848, 0.069], [-1.122, 0.483, 0.113], [0.115, 1.127, 0.108], [1.163, -1.814, -0.149], [-1.565, -1.691, 0.149], [-2.001, 1.121, 0.205], [0.267, 1.944, -0.456]], "nbo_charge": [-0.643, 0.741, -0.613, -0.088, -0.089, -0.607, 0.431, 0.228, 0.228, 0.411], "homo_lumo_gap_ev": 9.2767, "total_energy_ev": -8203.652}

---

[4]
{"formula": "C7H31N3O9", "method": "ωB97M-V with the def2-TZVPD basis set", "species": ["C", "O", "C", "C", "N", "C", "C", "O", "C", "H", "H", "H", "H", "H", "H", "H", "H", "H", "H", "H", "H", "H", "H", "H", "N", "C", "N", "O", "H", "H", "H", "H", "O", "H", "H", "O", "H", "H", "O", "H", "H", "O", "H", "H", "O", "H", "H", "O", "H", "H"], "positions_angstrom": [[-6.840, -12.927, 5.297], [-7.262, -14.207, 4.918], [-8.644, -14.509, 5.098], [-8.888, -15.872, 4.387], [-8.163, -16.023, 3.117], [-8.829, -15.236, 2.055], [-8.183, -13.881, 1.828], [-8.743, -13.394, 0.560], [-8.131, -12.123, 0.246], [-5.756, -12.821, 5.313], [-7.194, -12.558, 6.259], [-7.070, -12.136, 4.583], [-9.178, -13.742, 4.537], [-8.957, -14.600, 6.139], [-9.945, -16.093, 4.242], [-8.573, -16.658, 5.074], [-7.257, -15.584, 3.202], [-9.901, -15.086, 2.185], [-8.776, -15.867, 1.168], [-7.094, -13.921, 1.831], [-8.361, -13.096, 2.563], [-8.272, -11.292, 0.936], [-8.586, -11.845, -0.705], [-7.058, -12.207, 0.074], [-3.831, -8.812, 5.236], [-4.659, -9.778, 5.429], [-4.946, -9.939, 6.701], [-5.046, -10.583, 4.588], [-3.320, -8.905, 4.369], [-3.336, -8.517, 6.065], [-5.404, -10.803, 6.955], [-4.614, -9.270, 7.381], [-6.147, -12.035, 8.701], [-5.420, -11.426, 8.829], [-5.898, -12.814, 9.199], [-5.650, -14.561, 9.400], [-5.508, -14.604, 10.346], [-6.360, -15.181, 9.236], [-1.174, -12.877, 8.501], [-1.919, -13.170, 7.976], [-1.232, -13.390, 9.307], [-3.651, -11.021, 9.462], [-2.858, -11.511, 9.244], [-3.929, -11.379, 10.305], [-4.102, -13.785, 7.389], [-4.555, -14.179, 8.135], [-4.541, -12.945, 7.258], [-4.357, -15.693, 5.058], [-3.859, -15.127, 5.647], [-5.188, -15.236, 4.931]], "nbo_charge": [-0.276, -0.582, -0.080, -0.234, -0.608, -0.255, -0.082, -0.541, -0.260, 0.203, 0.177, 0.187, 0.166, 0.172, 0.197, 0.187, 0.366, 0.191, 0.206, 0.168, 0.167, 0.170, 0.190, 0.169, -0.810, 0.752, -0.838, -0.693, 0.408, 0.379, 0.411, 0.386, -0.983, 0.480, 0.477, -0.952, 0.490, 0.505, -0.954, 0.494, 0.465, -0.961, 0.500, 0.469, -0.991, 0.489, 0.481, -0.961, 0.481, 0.476], "homo_lumo_gap_ev": 8.0472, "total_energy_ev": -30658.793}

---

[5]
{"formula": "C4H5NO", "method": "ωB97M-V with the def2-TZVPD basis set", "species": ["C", "C", "C", "C", "N", "O", "H", "H", "H", "H", "H"], "positions_angstrom": [[1.822, 1.028, 1.206], [0.725, 0.298, 0.577], [-0.211, -0.309, 0.120], [-1.432, -1.019, -0.256], [-1.627, -1.164, -1.596], [-2.203, -1.448, 0.578], [2.105, 1.912, 0.630], [2.703, 0.390, 1.321], [1.512, 1.361, 2.199], [-2.513, -1.544, -1.890], [-1.045, -0.695, -2.268]], "nbo_charge": [-0.696, 0.095, -0.167, 0.616, -0.806, -0.575, 0.240, 0.244, 0.244, 0.405, 0.400], "homo_lumo_gap_ev": 10.7580, "total_energy_ev": -7765.370}